(1)
The following is a DFT calculation (wB97M-V/def2-TZVPD) of 2 unconnected molecules or ions with the total composition C14H33BrNSi.

Geometry as ORCA input:
```
! RIJCOSX wB97M-V def2-TZVPD def2/J DEFGRID3
* xyz 1 1
Si -4.22 -2.62 1.07
C -2.65 -2.17 1.98
C -2.13 -3.23 2.96
C -2.96 -3.31 4.24
Br -2.42 -1.96 5.53
H -5.34 -2.87 2.00
H -3.95 -3.85 0.30
H -4.59 -1.53 0.14
H -1.87 -1.97 1.23
H -2.79 -1.22 2.52
H -2.12 -4.23 2.50
H -1.10 -3.01 3.23
H -2.86 -4.26 4.75
H -4.01 -3.10 4.06
C 1.05 3.81 -2.58
C 2.22 3.07 -1.95
C 2.35 1.61 -2.41
C 1.18 0.66 -2.25
N 0.77 0.20 -0.85
C -0.08 1.23 -0.15
C -1.44 1.17 -0.85
C -1.56 -0.27 -1.38
C -0.22 -0.93 -1.04
C 1.94 -0.29 -0.02
C 2.70 0.71 0.86
C 4.19 0.88 0.56
H 0.09 3.38 -2.32
H 1.04 4.85 -2.26
H 1.13 3.81 -3.67
H 2.19 3.14 -0.87
H 3.16 3.56 -2.23
H 3.25 1.15 -2.01
H 2.50 1.62 -3.50
H 1.43 -0.26 -2.77
H 0.27 1.06 -2.71
H -0.15 0.91 0.89
H 0.39 2.20 -0.19
H -1.49 1.90 -1.66
H -2.23 1.43 -0.14
H -1.77 -0.30 -2.44
H -2.36 -0.81 -0.88
H 0.17 -1.61 -1.78
H -0.27 -1.44 -0.08
H 2.60 -0.81 -0.71
H 1.49 -1.05 0.63
H 2.60 0.35 1.89
H 2.21 1.68 0.85
H 4.64 -0.06 0.23
H 4.72 1.19 1.46
H 4.39 1.63 -0.21
*
```

HOMO energy	-12.13	eV
calculated total energy	-3471.23886	a.u.



(2)
The following is a DFT calculation (wB97M-V/def2-TZVPD) of 8 unconnected molecules or ions with the total composition C14H33N13O8 in a non-equilibrium geometry.

Geometry as ORCA input:
```
! RIJCOSX wB97M-V def2-TZVPD def2/J DEFGRID3
* xyz -1 2
C 0.07 1.01 1.98
O 0.88 0.13 2.11
N -0.21 1.94 2.84
N -0.58 1.24 0.93
H -0.94 2.54 2.49
H 0.00 1.81 3.82
H -0.36 0.99 -0.02
H -1.20 2.03 0.99
C 3.11 -1.98 3.66
O 3.92 -2.69 4.24
N 2.01 -2.43 3.11
N 3.16 -0.71 3.60
H 1.65 -3.36 3.24
H 1.48 -1.64 2.76
H 4.08 -0.35 3.84
H 2.32 -0.21 3.36
C -3.55 3.61 1.83
O -2.41 3.34 1.40
N -4.08 2.90 2.72
N -4.25 4.61 1.46
H -5.00 3.16 3.05
H -3.53 2.11 3.04
H -5.20 4.73 1.79
H -3.92 5.36 0.87
C -0.43 -1.12 -4.06
O -0.26 -2.34 -4.17
N -0.23 -0.31 -5.03
N -0.79 -0.57 -2.91
H 0.01 -0.78 -5.89
H 0.10 0.62 -4.82
H -0.89 0.43 -2.83
H -0.95 -1.13 -2.08
C -1.64 2.87 -2.42
O -1.12 1.85 -2.08
N -1.49 3.31 -3.63
N -2.48 3.62 -1.74
H -0.96 2.82 -4.35
H -2.11 4.05 -3.92
H -2.70 3.21 -0.84
H -2.95 4.37 -2.22
C 3.15 -1.19 -1.63
O 4.28 -1.57 -1.66
N 2.46 -0.79 -2.63
N 2.46 -1.07 -0.48
H 2.82 -0.93 -3.56
H 1.47 -0.65 -2.49
H 1.47 -0.88 -0.55
H 2.98 -1.30 0.36
C -1.58 -4.09 -1.41
C -1.15 -5.28 -2.07
C 0.16 -5.69 -1.90
C 1.08 -4.93 -1.22
C 0.68 -3.78 -0.54
C -0.64 -3.39 -0.65
O -1.04 -2.25 -0.07
O 0.58 -6.84 -2.43
H -2.62 -3.78 -1.42
H -1.82 -5.68 -2.82
H 2.10 -5.17 -0.97
H 1.40 -3.10 -0.10
H -0.65 -2.05 0.78
H 0.09 -7.43 -3.01
C 2.54 3.51 4.42
C 1.79 4.42 3.50
N 1.31 5.13 2.77
H 2.24 3.57 5.47
H 3.60 3.65 4.22
H 2.30 2.55 3.96
*
```

HOMO energy (spin up / spin down)	-0.20 / -5.93	eV
calculated total energy	-1867.12604	a.u.



(3)
The following is a DFT calculation (wB97M-V/def2-TZVPD) of a molecular structure, C14H34BCa2Cl2F4LiN3O10S in a non-equilibrium geometry.

Geometry as ORCA input:
```
! RIJCOSX wB97M-V def2-TZVPD def2/J DEFGRID3
* xyz 1 1
N 0.79 -1.85 -2.38
C 1.14 -0.41 -2.41
C 0.10 0.56 -3.01
O -1.20 0.02 -3.27
S -2.09 -0.23 -1.97
O -2.49 1.01 -1.42
O -3.38 -0.82 -2.68
H 1.66 -2.31 -2.58
H 0.19 -2.15 -3.17
H 2.04 -0.33 -2.97
H 1.37 -0.04 -1.42
H 0.00 1.38 -2.35
H 0.48 0.91 -3.93
H -3.46 -1.74 -2.37
C -0.91 -1.73 1.89
O -0.21 -2.81 2.50
C 0.26 -3.75 1.59
C 1.67 -4.22 1.89
O 2.66 -3.20 1.66
C 2.72 -2.07 2.57
C 3.18 -2.41 3.96
O 2.19 -3.13 4.66
C 2.70 -4.19 5.47
H -1.95 -2.02 1.68
H -0.93 -0.91 2.60
H -0.42 -1.39 0.97
H 0.22 -3.36 0.56
H -0.41 -4.63 1.66
H 1.90 -5.02 1.18
H 1.75 -4.66 2.88
H 1.78 -1.53 2.58
H 3.46 -1.40 2.13
H 3.35 -1.47 4.50
H 4.12 -2.97 3.91
H 3.47 -4.75 4.94
H 1.88 -4.86 5.69
H 3.10 -3.80 6.40
O 1.59 1.58 -0.09
C 0.93 2.48 0.34
O 1.36 3.32 1.32
C 0.30 4.24 1.66
C -0.63 4.25 0.45
C -0.47 2.83 -0.08
H -0.20 3.86 2.57
H 0.72 5.21 1.88
H -1.65 4.52 0.70
H -0.26 4.96 -0.28
H -1.17 2.14 0.38
H -0.57 2.80 -1.17
C -2.19 3.93 -3.18
O -1.14 3.37 -2.85
N -2.21 5.04 -3.95
N -3.42 3.47 -2.79
H -3.04 5.50 -4.24
H -1.33 5.40 -4.26
H -3.45 2.64 -2.23
H -4.28 3.90 -3.06
Li 2.59 -2.49 -1.14
C 0.48 -0.45 4.80
O -0.37 -1.27 4.39
H 1.19 -0.78 5.62
H 1.18 0.01 4.04
H 0.02 0.53 5.29
Cl -2.95 -3.82 -3.09
Ca -2.41 -3.79 -0.63
B -1.75 2.86 -6.92
F -1.89 2.48 -8.24
F -2.97 2.70 -6.25
F -0.77 2.07 -6.30
F -1.36 4.21 -6.86
Ca 0.11 2.07 6.27
Cl -0.70 -3.49 -4.05
*
```

HOMO energy	-8.37	eV
calculated total energy	-4575.80607	a.u.



(4)
The following is a DFT calculation (wB97M-V/def2-TZVPD) of a molecular structure, C14H34BF2N3O5SSi2 in a non-equilibrium geometry.

Geometry as ORCA input:
```
! RIJCOSX wB97M-V def2-TZVPD def2/J DEFGRID3
* xyz 0 1
C 0.52 -1.16 3.36
C -0.84 -0.48 3.24
F -0.95 0.39 4.34
C -0.97 0.40 1.99
Si -1.52 -0.59 0.47
C -0.35 -2.08 0.27
C -0.31 -2.68 -1.12
F -0.15 -1.70 -2.10
O -1.69 0.32 -0.93
Si -0.91 1.76 -1.08
S -2.06 2.89 -2.52
C 0.84 1.54 -1.74
C 1.81 1.78 -0.59
C 2.77 0.62 -0.40
O 3.11 1.99 -0.95
B -3.36 -1.30 0.91
N -4.55 -0.50 0.58
O -3.51 -2.51 1.51
H 0.96 -0.97 4.32
H 1.19 -0.78 2.59
H 0.43 -2.23 3.18
H -1.66 -1.19 3.32
H -0.02 0.91 1.89
H -1.75 1.13 2.23
H -0.75 -2.85 0.93
H 0.66 -1.89 0.61
H -1.19 -3.29 -1.34
H 0.55 -3.35 -1.20
H -0.88 2.59 0.14
H -2.10 4.10 -1.95
H 1.06 2.28 -2.50
H 1.02 0.53 -2.09
H 1.45 2.28 0.30
H 3.34 0.52 0.51
H 3.06 0.17 -1.33
H -4.61 -0.38 -0.43
H -4.46 0.45 0.93
H -4.37 -2.54 1.94
C 3.78 2.93 2.66
O 2.75 2.30 2.80
N 4.92 2.66 3.33
C 6.13 3.44 3.12
C 4.94 1.56 4.27
H 3.87 3.78 1.97
H 6.94 2.80 2.76
H 6.44 3.91 4.06
H 5.95 4.22 2.39
H 4.69 0.63 3.77
H 4.20 1.73 5.05
H 5.93 1.48 4.72
C -4.40 -1.46 -4.01
O -5.59 -1.62 -4.14
N -3.46 -2.06 -4.76
C -2.04 -1.83 -4.54
C -3.88 -2.97 -5.81
H -3.97 -0.79 -3.24
H -1.59 -1.41 -5.45
H -1.54 -2.77 -4.30
H -1.90 -1.13 -3.72
H -4.51 -2.44 -6.52
H -4.46 -3.79 -5.38
H -3.01 -3.37 -6.32
*
```

HOMO energy	-9.00	eV
calculated total energy	-2296.19621	a.u.



(5)
The following is a DFT calculation (wB97M-V/def2-TZVPD) of 5 unconnected molecules or ions with the total composition C14H34BrIO7S4.

Geometry as ORCA input:
```
! RIJCOSX wB97M-V def2-TZVPD def2/J DEFGRID3
* xyz 0 1
C 2.49 0.74 2.32
O 2.32 1.72 1.31
C 2.35 3.05 1.75
C 1.05 3.48 2.48
Br 0.71 5.37 2.01
O -0.01 2.68 2.12
C -1.13 2.76 2.99
C -2.27 2.00 2.35
C -2.80 2.70 1.12
O -2.92 3.87 0.96
I -3.50 1.32 -0.41
H 2.98 1.16 3.21
H 1.52 0.32 2.63
H 3.11 -0.07 1.93
H 3.18 3.22 2.44
H 2.51 3.68 0.87
H 1.19 3.51 3.57
H -0.88 2.28 3.95
H -1.39 3.81 3.18
H -3.11 1.94 3.05
H -1.98 0.97 2.11
C -2.59 -4.00 2.32
S -2.60 -2.65 1.13
O -3.55 -1.63 1.64
C -3.45 -3.55 -0.17
H -2.13 -3.63 3.23
H -3.62 -4.30 2.51
H -2.00 -4.83 1.94
H -4.42 -3.89 0.20
H -2.84 -4.40 -0.48
H -3.59 -2.87 -1.00
C -0.90 -8.09 4.93
S 0.29 -6.83 4.46
O -0.33 -6.05 3.36
C 1.46 -7.96 3.68
H -1.74 -7.58 5.40
H -1.23 -8.62 4.05
H -0.44 -8.77 5.65
H 0.95 -8.51 2.88
H 1.85 -8.65 4.43
H 2.27 -7.36 3.27
C 2.42 4.65 -3.72
S 2.29 3.94 -2.08
O 2.80 4.96 -1.12
C 3.61 2.74 -2.29
H 1.71 5.47 -3.79
H 3.43 5.03 -3.88
H 2.17 3.89 -4.47
H 4.54 3.25 -2.53
H 3.33 2.04 -3.09
H 3.71 2.20 -1.35
C -0.99 3.78 -7.35
S -0.08 2.78 -6.17
O 1.36 3.11 -6.35
C -0.36 1.21 -6.99
H -0.91 4.82 -7.04
H -0.56 3.65 -8.34
H -2.04 3.48 -7.35
H 0.03 1.26 -8.01
H -1.42 0.98 -7.00
H 0.18 0.45 -6.43
*
```

HOMO energy	-8.33	eV
calculated total energy	-5544.80447	a.u.



(6)
The following is a DFT calculation (wB97M-V/def2-TZVPD) of a molecular structure, C14H34Cl4F6N3O6 in a non-equilibrium geometry.

Geometry as ORCA input:
```
! RIJCOSX wB97M-V def2-TZVPD def2/J DEFGRID3
* xyz 1 1
N 3.12 0.57 0.81
H 3.40 1.43 0.36
H 2.20 0.63 1.23
H 3.71 0.24 1.56
H 2.89 -0.16 0.15
N 3.46 -2.35 -0.15
H 2.91 -3.06 -0.61
H 2.90 -1.53 -0.35
H 4.26 -2.26 -0.76
H 3.61 -2.54 0.83
N 0.62 -0.85 3.37
H 0.39 -0.32 4.19
H -0.10 -1.39 2.91
H 1.47 -1.39 3.44
H 0.77 -0.28 2.55
O 0.88 0.39 1.96
C 0.42 -0.34 0.85
C 1.15 -0.51 -0.55
O 2.53 -0.82 -0.77
H -0.61 -0.03 0.69
H 0.29 -1.38 1.14
H 0.85 0.43 -1.02
H 0.60 -1.27 -1.11
C 0.19 0.08 -3.20
C -1.18 0.16 -2.48
O -1.93 1.34 -2.83
C -2.24 2.21 -1.86
O -2.23 1.89 -0.64
C -2.75 3.51 -2.44
F -2.76 3.43 -3.83
F -3.97 3.79 -1.88
F -1.91 4.43 -1.97
H 0.92 0.79 -2.83
H 0.02 0.21 -4.27
H 0.67 -0.86 -2.95
H -0.98 0.08 -1.41
H -1.88 -0.62 -2.80
C -2.73 1.21 1.15
C -1.49 1.08 2.10
O -1.71 1.89 3.30
C -0.98 1.73 4.46
O -0.13 0.84 4.52
C -1.00 2.91 5.32
F 0.04 3.74 5.14
F -2.15 3.60 5.12
F -1.02 2.50 6.61
H -2.93 2.22 0.79
H -3.56 0.74 1.67
H -2.60 0.61 0.25
H -0.66 1.56 1.59
H -1.39 0.01 2.29
Cl 2.82 -3.54 -2.47
C 1.96 -1.98 -2.99
C 3.06 -0.97 -3.18
Cl 4.06 -0.87 -4.65
H 1.28 -1.67 -2.20
H 1.34 -2.14 -3.87
H 3.76 -0.96 -2.34
H 2.58 0.01 -3.12
Cl -2.88 -1.71 -2.76
C -3.15 -1.76 -0.99
C -1.96 -2.40 -0.26
Cl -2.01 -1.92 1.46
H -4.16 -2.08 -0.75
H -3.12 -0.72 -0.66
H -0.98 -2.08 -0.61
H -1.97 -3.49 -0.25
*
```

HOMO energy	-11.81	eV
calculated total energy	-3608.53628	a.u.